No. 1
Formula: C4H11NS2
Source: OMol25
Level of theory: wB97M-V/def2-TZVPD

Values from the calculation:
Orbital gap   9.504 eV
Energy relative to the best compared isomer or geometry (same formula, charge and spin)   21.21 kcal per mole
SMILES   CCSSCCN
HOMO level   -8.80 eV

```
18
Properties=species:S:1:pos:R:3:mulliken_charge:R:1
C 2.852 -1.086 1.702 -1.059
C 2.032 -0.661 0.599 -0.198
S 0.444 -0.158 1.206 -0.146
S -0.006 1.178 -0.336 -0.061
C -0.712 0.057 -1.586 -0.738
C -2.031 -0.523 -1.077 -0.201
N -3.141 0.389 -1.199 -0.541
H 2.157 -1.442 2.493 0.262
H 3.589 -1.850 1.406 0.316
H 3.372 -0.248 2.115 0.287
H 2.570 0.235 0.119 0.284
H 1.846 -1.406 -0.149 0.276
H -0.666 0.641 -2.597 0.379
H -0.005 -0.741 -1.771 0.225
H -2.290 -1.505 -1.568 0.287
H -1.891 -0.755 -0.035 0.171
H -2.746 1.246 -1.515 0.225
H -3.813 0.061 -1.861 0.234
```


No. 2
Formula: C2H5NOS
Source: OMol25
Level of theory: wB97M-V/def2-TZVPD

Values from the calculation:
Orbital gap   10.385 eV
Energy relative to the best compared isomer or geometry (same formula, charge and spin)   62.21 kcal per mole
HOMO level   -9.79 eV

```
10
Properties=species:S:1:pos:R:3:mulliken_charge:R:1
C -0.006 2.157 2.002 0.748
C 0.697 0.306 -1.123 -0.209
N 0.371 0.570 -2.329 -0.487
O 1.046 1.697 1.796 -0.369
S -1.343 2.870 2.171 -0.364
H 0.414 -0.696 -0.626 0.216
H 1.107 1.136 -0.480 0.240
H 0.150 -0.229 -2.941 0.244
H -1.928 1.950 4.864 0.216
H -1.967 1.745 4.009 -0.236
```